{
  "formula": "C26H18FeN3O5",
  "method": "ωB97M-V with the def2-TZVPD basis set",
  "species": ["Fe", "O", "N", "O", "C", "C", "C", "C", "C", "C", "N", "C", "C", "N", "C", "C", "C", "C", "H", "H", "H", "H", "H", "H", "H", "O", "C", "C", "O", "O", "C", "C", "C", "C", "C", "C", "C", "C", "C", "C", "C", "C", "H", "H", "H", "H", "H", "H", "H", "H", "H", "H", "H"],
  "xyz": [[0.879190, 1.820622, -0.088161], [-5.972215, 0.709565, -2.366477], [-5.554870, 1.813102, -2.617541], [-6.193091, 2.723065, -3.082554], [-4.142214, 2.089944, -2.367542], [-3.552791, 3.004966, -3.180796], [-2.178290, 3.333328, -3.045991], [-1.525523, 4.211859, -3.929006], [-0.200130, 4.508841, -3.712869], [0.443946, 3.938729, -2.609948], [-0.139522, 3.099081, -1.777330], [-1.430763, 2.769817, -1.987692], [-2.056036, 1.804506, -1.125214], [-1.307895, 1.268492, -0.139933], [-1.827142, 0.328606, 0.625594], [-3.138151, -0.123936, 0.486214], [-3.939175, 0.438242, -0.480918], [-3.406882, 1.423918, -1.330690], [-4.139752, 3.497106, -3.945427], [-2.072099, 4.629171, -4.761637], [0.338615, 5.171492, -4.371074], [1.476925, 4.177829, -2.394873], [-1.173157, -0.081624, 1.383327], [-3.510791, -0.893373, 1.143551], [-4.961162, 0.114465, -0.598487], [1.332302, 0.180748, 1.534050], [1.721812, -1.112831, 1.025506], [1.579277, -1.019202, -0.576073], [1.635728, -2.022488, -1.237071], [1.449077, 0.173715, -0.976350], [3.178474, -1.352967, 1.393750], [4.125949, -1.810942, 0.488734], [5.461407, -1.876229, 0.848381], [5.869673, -1.489044, 2.112408], [4.923417, -1.091197, 3.041452], [3.588814, -1.029326, 2.688780], [0.793504, -2.186196, 1.570281], [0.081575, -1.924708, 2.740175], [-0.782334, -2.867669, 3.265528], [-0.966943, -4.080219, 2.624802], [-0.249803, -4.356195, 1.473129], [0.634422, -3.425191, 0.956528], [1.878661, 0.339074, 2.318958], [3.826802, -2.114948, -0.500082], [6.184030, -2.224347, 0.127919], [6.913448, -1.514580, 2.379693], [5.218737, -0.828315, 4.045864], [2.870828, -0.755980, 3.453794], [0.200523, -0.982891, 3.256769], [-1.312430, -2.645103, 4.178974], [-1.661391, -4.805137, 3.020086], [-0.386962, -5.298134, 0.965114], [1.174378, -3.657513, 0.054376]],
  "forces_ev_per_angstrom": [[-1.207, -2.132, -1.172], [-0.225, -0.496, 0.049], [0.064, 0.268, -0.069], [-0.414, 0.252, -0.177], [1.015, 0.575, -0.373], [-0.557, -0.361, 0.150], [0.505, -0.171, 0.492], [0.293, -0.072, 0.254], [-0.303, -0.086, -0.013], [0.180, 0.177, -0.101], [0.569, -0.424, 0.828], [-0.389, 0.236, -0.460], [-0.586, -0.167, -0.040], [0.634, 0.308, 0.123], [0.144, -0.077, 0.227], [-0.162, 0.247, -0.264], [0.169, -0.305, 0.414], [0.377, 0.069, 0.109], [-0.013, -0.072, 0.011], [-0.012, 0.084, -0.066], [0.072, 0.040, 0.000], [0.042, 0.037, -0.093], [-0.021, -0.068, 0.036], [-0.004, -0.058, 0.033], [0.060, 0.015, 0.015], [-0.046, 0.891, 0.185], [-0.004, -0.675, -1.578], [0.340, -1.133, 2.234], [0.023, 0.181, -0.459], [-0.353, 2.716, -0.913], [0.075, 0.196, 0.188], [-0.124, 0.045, -0.028], [0.058, 0.001, 0.084], [-0.005, -0.089, -0.009], [0.033, 0.079, 0.120], [-0.001, -0.127, -0.186], [-0.221, 0.224, 0.387], [0.150, -0.060, -0.097], [-0.143, -0.019, 0.114], [-0.039, -0.031, 0.021], [-0.065, 0.071, 0.104], [0.105, -0.047, -0.113], [-0.099, 0.138, -0.138], [-0.044, -0.001, -0.141], [0.101, -0.029, -0.085], [0.130, -0.038, 0.045], [0.060, 0.015, 0.081], [-0.105, 0.003, 0.099], [-0.018, 0.056, 0.031], [-0.089, -0.012, 0.097], [-0.049, -0.080, 0.070], [0.033, -0.101, -0.044], [0.064, 0.012, 0.018]],
  "lowdin_spin": [3.752, 0.000, 0.000, 0.000, 0.000, 0.000, 0.000, 0.002, 0.000, 0.005, 0.019, 0.002, 0.003, 0.036, 0.005, 0.001, 0.001, 0.001, 0.000, 0.000, 0.000, 0.001, 0.000, 0.000, 0.000, 0.025, 0.004, 0.013, 0.017, 0.108, 0.000, 0.000, 0.000, 0.000, 0.000, 0.000, 0.001, 0.000, 0.000, 0.000, 0.000, 0.000, 0.001, 0.000, 0.000, 0.000, 0.000, 0.000, 0.000, 0.000, 0.000, 0.000, 0.000],
  "total_charge": 1,
  "energy_ev": -76341.71953,
  "multiplicity": 5,
  "e_lumo_ev": [-4.21, -4.46]
}


{
  "formula": "C26H18N5O5P",
  "method": "ωB97M-V with the def2-TZVPD basis set",
  "species": ["O", "N", "O", "C", "C", "C", "N", "O", "O", "C", "N", "O", "N", "C", "C", "H", "H", "N", "C", "C", "P", "C", "C", "C", "C", "C", "C", "C", "C", "C", "C", "C", "C", "C", "C", "C", "C", "C", "C", "H", "H", "H", "H", "H", "H", "H", "H", "H", "H", "H", "H", "H", "H", "H", "H"],
  "xyz": [[-3.594968, 0.455153, 3.694648], [-2.551617, 0.504222, 3.009387], [-2.354662, -0.269392, 2.041906], [-1.553132, 1.483941, 3.364894], [-1.793881, 2.258960, 4.526633], [-0.913374, 3.273152, 4.899155], [-1.170168, 4.049709, 6.099769], [-0.286680, 4.790433, 6.564092], [-2.293286, 3.912635, 6.633970], [0.184369, 3.593143, 4.003538], [0.842466, 4.768313, 3.899486], [1.519997, 4.672301, 2.695394], [1.308384, 3.442615, 2.022587], [0.414247, 2.805637, 2.838518], [-0.433556, 1.720252, 2.538927], [-2.669766, 2.053307, 5.135127], [-0.232347, 1.175837, 1.621657], [2.822087, -1.081567, 2.084637], [1.817661, -0.932881, 1.483844], [0.584070, -0.720061, 0.863483], [0.399273, -1.055314, -0.843527], [-0.480765, -2.599556, -1.179824], [-0.195773, -3.759011, -0.431745], [-0.719012, -4.986682, -0.839029], [-1.541920, -5.058166, -1.969479], [-1.895702, -3.893328, -2.659560], [-1.379233, -2.660406, -2.257754], [1.980424, -1.201605, -1.722846], [2.975366, -0.231121, -1.503227], [4.133129, -0.225614, -2.287326], [4.333673, -1.213474, -3.256878], [3.381629, -2.221724, -3.431973], [2.214989, -2.224996, -2.662956], [-0.517443, 0.324696, -1.579211], [-1.565859, 0.931795, -0.870770], [-2.241307, 2.024306, -1.413085], [-1.879479, 2.518596, -2.670204], [-0.827934, 1.924341, -3.375788], [-0.148095, 0.830790, -2.838615], [-0.312686, -0.811009, 1.488630], [0.441258, -3.688720, 0.451954], [-0.474485, -5.892187, -0.279797], [-1.910269, -6.026453, -2.312485], [-2.564422, -3.944864, -3.520272], [-1.656867, -1.744890, -2.783196], [2.837374, 0.514081, -0.716087], [4.882720, 0.554062, -2.144300], [5.234561, -1.202157, -3.872665], [3.547133, -3.003874, -4.176190], [1.488998, -3.030901, -2.790407], [-1.852464, 0.552442, 0.111200], [-3.054888, 2.488537, -0.851039], [-2.418401, 3.366107, -3.096341], [-0.537489, 2.319220, -4.350959], [0.678113, 0.371386, -3.385901]],
  "forces_ev_per_angstrom": [[2.151, 0.332, -1.207], [-2.168, -2.223, -0.548], [-0.093, 1.727, 1.843], [2.385, 1.110, -1.141], [0.953, 1.290, 1.103], [-0.320, -1.218, -1.207], [-0.864, 1.146, 2.325], [-1.286, -1.527, -1.376], [1.933, 0.090, -1.149], [-0.111, 2.068, 0.033], [0.122, -1.852, -1.193], [-0.827, -2.328, 0.463], [-1.474, 0.973, 2.384], [1.045, 1.662, -0.319], [-1.677, -0.845, 0.293], [0.223, 0.095, -0.082], [-0.167, -0.214, 0.093], [-1.788, 0.339, -1.248], [1.946, -0.376, 1.464], [-0.118, -0.522, -1.028], [0.189, 0.070, 1.578], [-0.544, -0.230, -0.334], [-0.029, 0.268, -0.321], [-0.042, 0.160, -0.096], [0.061, 0.231, 0.022], [0.062, -0.095, 0.138], [0.246, -0.282, 0.142], [0.496, -0.040, -0.098], [-0.077, -0.035, -0.208], [-0.143, -0.155, 0.070], [-0.284, 0.016, 0.129], [0.024, 0.148, 0.157], [-0.101, 0.221, 0.102], [-0.089, 0.240, -0.732], [0.085, -0.034, -0.077], [0.097, -0.097, -0.117], [0.166, -0.204, 0.069], [-0.167, 0.092, 0.073], [-0.189, -0.059, 0.276], [0.412, -0.110, -0.490], [-0.099, -0.009, -0.274], [-0.094, 0.298, -0.177], [0.048, 0.295, 0.142], [0.172, -0.010, 0.273], [0.118, -0.286, 0.063], [0.031, -0.143, -0.321], [-0.219, -0.257, 0.038], [-0.260, 0.004, 0.198], [-0.077, 0.222, 0.288], [0.158, 0.317, -0.025], [0.076, 0.079, -0.326], [0.251, -0.150, -0.199], [0.198, -0.227, 0.115], [-0.077, -0.132, 0.290], [-0.264, 0.168, 0.129]],
  "mulliken_charge": [-0.596, 1.010, -0.602, -0.587, -0.495, -0.381, 0.880, -0.529, -0.570, 0.799, -0.332, -0.070, -0.432, -0.063, 0.903, 0.604, 0.594, -0.746, -0.235, -0.818, 2.486, -0.200, -0.349, -0.617, -0.443, -0.653, -0.274, -0.356, -0.196, -0.702, -0.477, -0.650, -0.211, -0.180, -0.194, -0.739, -0.544, -0.598, -0.227, 0.947, 0.429, 0.394, 0.373, 0.391, 0.387, 0.391, 0.400, 0.364, 0.401, 0.254, 0.467, 0.431, 0.372, 0.407, 0.380],
  "total_charge": 0,
  "energy_ev": -54220.47864,
  "e_above_lowest_kcal_mol": 0.0,
  "e_lumo_ev": -2.44
}


{
  "formula": "C26H20Cl5CrN4O4S2",
  "method": "ωB97M-V with the def2-TZVPD basis set",
  "species": ["Cr", "S", "C", "C", "N", "C", "S", "C", "N", "Cl", "C", "C", "Cl", "C", "Cl", "C", "O", "C", "Cl", "C", "Cl", "O", "C", "C", "O", "O", "C", "C", "C", "C", "C", "C", "C", "C", "C", "C", "C", "C", "H", "H", "H", "H", "H", "H", "H", "H", "H", "H", "H", "N", "C", "C", "N", "H", "H", "H", "H", "H", "H", "H", "H", "H"],
  "xyz": [[-1.083697, -1.000235, -0.460032], [-3.083531, -2.015575, -1.278334], [-2.655975, -2.626632, -2.822237], [-3.777634, -3.147159, -3.581286], [-4.682032, -3.546915, -4.167644], [-1.434643, -2.670755, -3.418894], [0.064589, -2.159918, -2.612739], [-1.260052, -3.189416, -4.740911], [-1.071844, -3.585031, -5.807474], [-1.958293, 6.096193, -3.548195], [-1.809120, 4.527632, -2.841562], [-1.400701, 4.382643, -1.520141], [-1.047683, 5.784036, -0.578777], [-1.266889, 3.120295, -0.956466], [-0.749780, 2.963180, 0.688486], [-1.540523, 1.933005, -1.681151], [-1.381449, 0.766966, -1.181882], [-1.956119, 2.122437, -3.023160], [-2.265126, 0.707077, -3.952008], [-2.083785, 3.383991, -3.587454], [-2.571965, 3.538121, -5.233378], [-0.131556, -0.212321, 1.329942], [0.318919, -1.186967, 2.289199], [0.360945, -2.543901, 1.505237], [1.021765, -3.457596, 1.961626], [-0.375158, -2.550245, 0.448020], [1.710862, -0.824458, 2.800084], [2.551723, -0.025089, 2.028357], [3.828583, 0.295592, 2.478606], [4.285967, -0.183981, 3.695273], [3.456457, -0.993294, 4.460673], [2.179863, -1.308927, 4.018969], [-0.724249, -1.278122, 3.407371], [-1.487024, -0.155944, 3.718693], [-2.435279, -0.196422, 4.731767], [-2.638024, -1.364276, 5.451624], [-1.884820, -2.489840, 5.146099], [-0.936900, -2.451002, 4.130632], [0.161605, 0.669728, 1.571764], [2.237193, 0.330150, 1.053876], [4.467346, 0.917744, 1.861141], [5.279421, 0.070229, 4.046489], [3.804230, -1.385983, 5.409811], [1.547440, -1.941921, 4.625343], [-1.355382, 0.762021, 3.158264], [-3.022681, 0.687785, 4.952035], [-3.385031, -1.400672, 6.235730], [-2.039222, -3.413533, 5.692799], [-0.365788, -3.338456, 3.887194], [0.810006, 1.031168, -4.125982], [2.210010, 1.347832, -3.843204], [2.412502, 1.634368, -2.360321], [1.967124, 0.619668, -1.404277], [0.629248, 0.954982, -5.118353], [0.187381, 1.739502, -3.754028], [0.228118, -0.994507, -3.309892], [2.569273, 2.217981, -4.407403], [2.818743, 0.486727, -4.132861], [1.884997, 2.562421, -2.117236], [3.475675, 1.808230, -2.187222], [2.421071, -0.273440, -1.565347], [0.970898, 0.450830, -1.465255]],
  "forces_ev_per_angstrom": [[0.112, 0.022, 0.429], [-0.375, -0.259, -0.253], [-0.244, 0.056, 0.151], [0.091, 0.022, 0.022], [0.039, 0.014, 0.028], [0.282, -0.131, -0.276], [-0.115, 0.398, -0.291], [-0.044, 0.028, 0.111], [-0.013, 0.037, 0.055], [-0.009, -0.021, 0.011], [0.010, 0.066, -0.040], [0.033, -0.063, 0.080], [-0.001, 0.016, 0.000], [-0.030, -0.030, 0.021], [-0.008, -0.049, -0.026], [0.132, -0.081, 0.006], [0.055, 0.830, -0.087], [-0.143, -0.032, -0.069], [-0.261, -0.034, 0.028], [-0.022, -0.051, 0.001], [0.002, -0.001, -0.007], [0.125, -0.277, -0.100], [0.022, -0.154, 0.028], [-0.295, 0.204, -0.141], [-0.117, 0.031, -0.049], [0.516, -0.722, 0.644], [-0.066, 0.103, -0.018], [0.029, -0.051, 0.023], [-0.029, 0.005, -0.046], [-0.027, 0.016, 0.005], [-0.051, -0.038, 0.006], [0.016, 0.023, -0.020], [-0.001, -0.004, 0.037], [0.007, 0.024, 0.044], [0.012, 0.028, -0.015], [0.035, -0.056, -0.021], [0.022, 0.008, -0.026], [0.004, 0.033, -0.023], [0.005, 0.228, -0.162], [-0.002, 0.030, -0.026], [-0.042, -0.026, 0.031], [-0.033, -0.026, -0.019], [-0.023, 0.028, -0.045], [-0.002, 0.005, -0.002], [-0.050, -0.035, 0.034], [0.032, -0.036, -0.020], [0.032, 0.000, -0.020], [0.000, 0.050, -0.032], [0.002, 0.026, -0.020], [0.318, -0.143, 0.155], [-0.225, -0.114, -0.043], [-0.192, -0.113, 0.174], [0.208, -0.024, -0.032], [-0.018, -0.024, -0.003], [0.129, 0.049, -0.065], [0.033, -0.151, 0.058], [0.108, 0.006, -0.001], [0.014, -0.012, -0.041], [0.040, 0.030, 0.066], [0.024, 0.114, 0.010], [0.069, 0.043, -0.060], [-0.122, 0.186, -0.156]],
  "lowdin_spin": [3.713, 0.011, 0.011, 0.000, 0.001, 0.018, 0.040, 0.003, 0.008, 0.003, 0.009, -0.001, -0.001, 0.008, 0.002, 0.005, 0.051, 0.009, 0.002, -0.001, -0.001, 0.031, 0.003, 0.010, 0.010, 0.035, 0.000, 0.000, 0.000, 0.000, 0.000, 0.000, 0.001, 0.001, 0.000, 0.000, 0.000, 0.000, 0.002, 0.000, 0.000, 0.000, 0.000, 0.000, 0.000, 0.000, 0.000, 0.000, 0.000, 0.000, 0.000, 0.001, 0.005, 0.000, 0.000, 0.003, 0.000, 0.000, 0.000, 0.000, 0.000, 0.004],
  "total_charge": -1,
  "energy_ev": -154146.02840,
  "e_above_lowest_kcal_mol": 1.3,
  "multiplicity": 5,
  "e_lumo_ev": [2.07, 2.07]
}